Record 1
The following is a DFT calculation (ωB97M-V/def2-TZVPD) of a single C6H8N2O molecule.

Output
relative energy (zero: lowest compared OMol25 entry of this formula, charge and spin): 599.3 kJ/mol

Structure (XYZ):
```
17
Properties=species:S:1:pos:R:3:forces:R:3:nbo_charge:R:1
C 0.361468 -0.195641 0.319421 -0.77 -0.35 -1.91 0.2392
C -0.764682 -1.350276 -1.420761 -3.51 -1.42 1.01 -0.2474
C -0.197112 -0.493240 -2.460781 0.13 0.61 -2.11 -0.4611
C 0.445816 0.603772 -2.221093 0.11 -0.83 3.39 0.4278
C -0.649277 0.572568 2.369341 -1.20 0.01 2.81 -0.6749
C 0.584420 0.209122 1.717265 3.14 -0.42 0.24 0.1908
N -0.420591 -1.073597 -0.071099 1.63 -0.29 0.97 -0.4226
N 1.778429 0.213146 2.210667 -1.28 -1.14 -4.70 -0.6071
O 1.086879 1.642562 -2.594849 0.07 0.96 -2.51 -0.6743
H -1.932208 -1.396927 -1.262765 1.60 0.78 -1.17 0.2134
H -0.666642 -2.380390 -1.805553 0.72 -0.01 1.04 0.2215
H -0.325042 -0.976928 -3.450752 0.15 0.72 0.32 0.2324
H -1.347198 -0.331598 2.354052 0.82 1.26 0.26 0.2490
H -0.386796 0.944761 3.453728 -0.95 -0.71 -2.02 0.2182
H -1.106054 1.352650 1.772850 -0.41 0.29 0.17 0.2352
H 1.643698 2.161154 -2.019672 0.02 -0.47 0.87 0.5263
H 1.894894 0.498863 3.110000 -0.27 1.01 3.34 0.3336
```
Forces are in eV/Å.

Record 2
The following is a DFT calculation (ωB97M-V/def2-TZVPD) of a molecular structure, C3H4LiO4V.

Output
multiplicity: 4
net charge: +1
relative energy (zero: lowest compared OMol25 entry of this formula, charge and spin): 0.0 kJ/mol

Structure (XYZ):
```
13
Properties=species:S:1:pos:R:3:forces:R:3:nbo_charge:R:1
O 0.431952 -1.002713 -0.882362 -1.91 -2.73 3.09 -0.8269
O 0.030110 0.157037 1.213606 -1.27 -1.53 -1.62 -0.7588
C 0.934531 1.147710 1.664207 0.19 0.68 0.04 -0.0902
C 1.288054 1.937856 0.402903 -0.06 0.68 0.25 -0.0945
O 1.045252 1.096739 -0.700420 -0.46 -0.22 0.97 -0.4866
C 0.025926 0.192339 -0.424302 1.20 2.33 -3.73 0.8475
H 0.444640 1.799607 2.389407 0.07 -0.18 0.05 0.2093
H 1.828201 0.701592 2.102440 -0.10 -0.19 0.06 0.1770
H 2.341027 2.221147 0.433865 -0.14 0.06 -0.27 0.2139
H 0.656418 2.825552 0.329247 0.11 0.07 -0.01 0.1915
O -1.178328 0.492586 -1.057986 0.50 -2.45 4.05 -0.7254
Li 0.410764 -1.730918 1.177344 1.85 0.62 0.06 0.9383
V -1.541851 -1.437806 -0.187330 0.02 2.86 -2.94 1.4049
```
Forces are in eV/Å.

Record 3
The following is a DFT calculation (ωB97M-V/def2-TZVPD) of a single C7H6N4O2 molecule.

Output
relative energy (zero: lowest compared OMol25 entry of this formula, charge and spin): 0.0 kJ/mol

Structure (XYZ):
```
19
Properties=species:S:1:pos:R:3:forces:R:3:nbo_charge:R:1
C -3.380211 0.519427 1.098308 1.00 -0.57 0.63 -0.6988
C -2.151402 0.389809 0.203705 -1.32 0.07 -2.40 0.6604
O -2.353035 0.191300 -0.982742 0.70 -0.26 0.45 -0.5880
N -0.879787 0.579862 0.687645 1.06 -0.18 -0.24 -0.4581
N 0.321065 0.318138 -0.070912 -0.37 -0.13 0.54 -0.2430
C 0.605848 0.923859 -1.318715 -0.41 0.23 0.23 0.3168
N 1.627486 0.698148 -2.072340 -1.60 0.22 1.48 -0.4522
C 2.491163 -0.301935 -1.666965 1.37 -1.24 -0.53 0.6017
O 3.330738 -0.708564 -2.430685 0.41 -0.11 -0.10 -0.5279
C 2.361875 -0.896872 -0.316542 -1.62 1.06 1.00 -0.2795
C 3.331546 -1.767279 0.276243 2.00 -1.79 0.63 0.2685
N 4.111306 -2.505301 0.751695 -1.98 1.89 -1.09 -0.2764
C 1.269034 -0.564401 0.445495 0.82 -0.13 -0.82 0.0908
H -3.501580 -0.429148 1.636718 0.01 0.17 0.00 0.2408
H -4.277534 0.675881 0.500666 0.41 0.13 -0.11 0.2603
H -3.243968 1.299401 1.832626 -0.16 0.30 0.30 0.2193
H -0.784613 0.905271 1.634419 0.57 0.07 -0.01 0.4042
H -0.126444 1.648096 -1.667119 -0.09 -0.13 0.37 0.2179
H 1.248511 -0.975694 1.458501 -0.82 0.39 -0.32 0.2434
```
Forces are in eV/Å.

Record 4
The following is a DFT calculation (ωB97M-V/def2-TZVPD) of a gas-phase ion, C16H18ClF9N (charge +1).

Output
net charge: +1
DFT total energy: -55348.3202 eV

Structure (XYZ):
```
45
Properties=species:S:1:pos:R:3:forces:R:3:nbo_charge:R:1
F 2.641931 -2.130591 1.828841 0.13 -0.24 -0.42 -0.2994
C 2.735941 -2.489826 0.540557 0.33 0.01 0.03 0.9259
F 2.947545 -1.366915 -0.177024 -0.13 -0.34 0.25 -0.3176
F 3.777211 -3.304458 0.373781 -0.55 0.44 0.09 -0.2796
C 1.403607 -3.206439 0.112179 0.04 0.03 0.04 0.5546
F 0.386957 -2.675178 0.850378 0.19 -0.05 -0.17 -0.3191
F 1.525581 -4.497059 0.427501 -0.06 0.20 0.04 -0.2702
C 1.029160 -3.094428 -1.408441 0.07 -0.03 -0.02 0.5842
F 2.168274 -2.990383 -2.128829 -0.18 -0.01 0.13 -0.2991
F 0.406060 -4.230104 -1.751426 0.08 0.10 -0.02 -0.2795
C 0.077703 -1.923884 -1.807676 0.13 0.02 0.04 0.6552
F -0.004115 -1.943874 -3.158791 -0.06 -0.01 0.06 -0.3105
F -1.165317 -2.238775 -1.332849 0.04 0.05 0.07 -0.3361
C 0.448171 -0.522689 -1.347318 -0.26 -0.10 -0.12 -0.4968
C -0.719389 0.439048 -1.613623 0.15 -0.12 -0.34 -0.2235
N -1.378846 0.928636 -0.351068 -0.23 -0.10 -0.09 -0.3491
C -2.893819 0.940007 -0.426720 -0.05 0.13 0.14 -0.2092
C -3.504432 0.618570 0.936365 0.10 -0.03 -0.09 -0.4525
C -3.679750 -0.880692 1.170117 0.03 0.07 0.06 -0.3834
Cl -4.788740 -1.173408 2.525953 0.04 0.03 0.02 -0.0147
C -0.862120 2.283428 0.054188 0.02 0.15 0.07 -0.2261
C 0.584236 2.264119 0.464338 0.29 0.11 0.01 -0.0987
C 1.074973 1.352544 1.403573 0.00 0.27 0.02 -0.2510
C 2.409405 1.391636 1.792303 -0.18 0.08 -0.10 -0.1286
C 3.261908 2.353644 1.256489 -0.18 0.03 -0.11 -0.1999
C 2.776690 3.275727 0.334950 -0.18 -0.16 0.04 -0.1841
C 1.442549 3.229510 -0.062968 0.10 -0.30 0.09 -0.1892
H 1.341298 -0.196030 -1.876062 0.04 -0.07 0.08 0.2737
H 0.674818 -0.556418 -0.287371 0.14 0.09 0.04 0.2447
H -1.487205 -0.058422 -2.200681 0.03 0.03 0.00 0.2440
H -0.393288 1.307826 -2.182470 0.00 0.03 0.15 0.2396
H -1.144495 0.276236 0.398677 0.08 -0.07 -0.05 0.4360
H -3.189749 1.931855 -0.769091 0.09 -0.05 -0.03 0.2340
H -3.188924 0.216073 -1.182530 -0.03 -0.04 0.04 0.2300
H -2.867419 1.035174 1.723723 -0.17 0.08 0.07 0.2159
H -4.468685 1.119511 1.017821 -0.01 -0.06 -0.04 0.2600
H -2.738646 -1.361557 1.438649 0.01 -0.07 -0.14 0.2109
H -4.097334 -1.373212 0.293522 0.00 0.01 0.02 0.2225
H -1.508900 2.655834 0.851950 0.02 -0.14 0.00 0.2371
H -1.011536 2.917715 -0.820666 0.00 0.03 0.09 0.2296
H 0.411645 0.630615 1.876100 0.05 -0.02 0.00 0.2015
H 2.769393 0.680620 2.524363 0.04 0.03 -0.03 0.2262
H 4.299243 2.388015 1.560561 -0.01 -0.01 0.01 0.2360
H 3.426339 4.031461 -0.085410 0.04 -0.02 0.04 0.2356
H 1.072070 3.946537 -0.785862 -0.01 0.01 0.00 0.2206
```
Forces are in eV/Å.

Question: Number 2 is which compound?
Answer: C3H4LiO4V

Copy entry 2 word for word.
The following is a DFT calculation (ωB97M-V/def2-TZVPD) of a molecular structure, C3H4LiO4V.

Output
multiplicity: 4
net charge: +1
relative energy (zero: lowest compared OMol25 entry of this formula, charge and spin): 0.0 kJ/mol

Structure (XYZ):
```
13
Properties=species:S:1:pos:R:3:forces:R:3:nbo_charge:R:1
O 0.431952 -1.002713 -0.882362 -1.91 -2.73 3.09 -0.8269
O 0.030110 0.157037 1.213606 -1.27 -1.53 -1.62 -0.7588
C 0.934531 1.147710 1.664207 0.19 0.68 0.04 -0.0902
C 1.288054 1.937856 0.402903 -0.06 0.68 0.25 -0.0945
O 1.045252 1.096739 -0.700420 -0.46 -0.22 0.97 -0.4866
C 0.025926 0.192339 -0.424302 1.20 2.33 -3.73 0.8475
H 0.444640 1.799607 2.389407 0.07 -0.18 0.05 0.2093
H 1.828201 0.701592 2.102440 -0.10 -0.19 0.06 0.1770
H 2.341027 2.221147 0.433865 -0.14 0.06 -0.27 0.2139
H 0.656418 2.825552 0.329247 0.11 0.07 -0.01 0.1915
O -1.178328 0.492586 -1.057986 0.50 -2.45 4.05 -0.7254
Li 0.410764 -1.730918 1.177344 1.85 0.62 0.06 0.9383
V -1.541851 -1.437806 -0.187330 0.02 2.86 -2.94 1.4049
```
Forces are in eV/Å.